Record 1
Here is 3 unconnected molecules or ions with the total composition C16H23Br2F3NO9S in a non-equilibrium geometry from the OMol25 dataset. Energies are from ωB97M-V/def2-TZVPD.

```
55
Properties=species:S:1:pos:R:3
C -3.497 -1.743 -2.065
C -2.320 -1.626 -0.885
O -2.884 -1.523 0.470
C -2.647 -0.157 1.043
C -3.980 0.193 1.930
O -4.717 1.286 1.606
O -4.416 -0.605 3.102
N -1.358 -0.258 1.825
S -1.014 -1.887 2.356
C -1.250 0.761 2.935
C -1.389 2.326 2.467
C -0.163 2.888 1.536
F -0.294 4.394 1.545
Br -0.353 2.385 -0.432
C 1.344 2.568 2.098
F 2.307 3.571 1.543
F 1.445 2.665 3.600
Br 2.034 0.761 1.454
H -4.579 -1.632 -1.609
H -3.232 -0.939 -2.877
H -3.453 -2.840 -2.532
H -1.756 -2.677 -0.929
H -1.502 -0.821 -1.135
H -2.612 0.579 0.126
H 0.156 -2.247 1.614
H -0.162 0.621 3.407
H -1.993 0.562 3.848
H -2.398 2.591 1.937
H -1.368 2.974 3.469
C 4.139 -4.995 3.480
C 4.510 -3.706 2.776
C 3.384 -2.719 2.700
O 3.698 -1.982 1.533
C 4.424 -2.818 0.730
O 4.696 -2.591 -0.435
O 4.799 -3.945 1.408
H 3.814 -4.808 4.507
H 3.342 -5.522 2.945
H 4.999 -5.674 3.503
H 5.401 -3.264 3.239
H 3.348 -2.062 3.574
H 2.402 -3.185 2.563
C -0.367 4.275 -4.375
C -0.082 2.821 -4.688
C -0.557 2.396 -6.044
O -0.798 1.011 -5.867
C -1.094 0.837 -4.543
O -1.547 -0.189 -4.067
O -0.818 1.968 -3.826
H 0.113 4.940 -5.100
H -1.444 4.475 -4.369
H 0.001 4.526 -3.374
H 0.984 2.606 -4.549
H 0.198 2.560 -6.819
H -1.493 2.875 -6.351
```

Results
total charge: -1
HOMO-LUMO gap: 6.5 eV

Here are the Mulliken charges for atoms 1 to 2, given in e:
1. C -0.73
2. C -0.19



Record 2
Here is 6 unconnected molecules or ions with the total composition C16H23ClO22S5 in a non-equilibrium geometry from the OMol25 dataset. Energies are from ωB97M-V/def2-TZVPD.

```
67
Properties=species:S:1:pos:R:3
O -1.119 3.712 -0.094
C -1.348 2.500 -0.281
C -0.626 1.362 0.586
C -1.463 0.309 1.043
C -3.008 0.357 0.607
O -3.937 0.006 1.357
C -3.247 0.917 -0.884
Cl -4.551 0.240 -1.971
C -2.416 1.967 -1.362
H 0.489 1.406 0.820
H -1.031 -0.520 1.694
H -2.492 2.416 -2.397
C -3.376 3.305 3.962
C -2.917 1.943 4.456
O -1.505 1.929 4.241
S -0.926 3.435 4.418
O -0.407 3.563 5.746
O -0.168 3.767 3.252
O -2.346 4.216 4.352
H -3.453 3.325 2.871
H -4.331 3.602 4.398
H -3.396 1.123 3.921
H -3.096 1.831 5.529
C -1.348 -4.071 0.556
C -0.898 -4.809 -0.693
O -0.286 -3.809 -1.514
S 0.412 -2.699 -0.562
O 1.806 -3.012 -0.452
O -0.062 -1.405 -0.951
O -0.313 -3.121 0.825
H -2.277 -3.522 0.378
H -1.480 -4.741 1.405
H -1.727 -5.282 -1.217
H -0.142 -5.560 -0.457
C 2.310 0.807 -2.025
C 3.103 1.107 -3.288
O 2.375 2.147 -3.943
S 1.663 3.082 -2.826
O 2.494 4.229 -2.605
O 0.270 3.178 -3.138
O 1.842 2.077 -1.565
H 1.440 0.182 -2.244
H 2.919 0.325 -1.260
H 3.197 0.236 -3.936
H 4.099 1.490 -3.048
C -0.731 -10.154 -1.386
C -1.156 -9.053 -2.344
O -2.273 -8.425 -1.713
S -2.080 -8.493 -0.104
O -1.529 -7.244 0.335
O -3.258 -9.064 0.470
O -0.899 -9.602 -0.078
H -1.383 -11.027 -1.473
H 0.304 -10.459 -1.540
H -1.434 -9.438 -3.324
H -0.367 -8.303 -2.458
C 3.169 7.460 -0.332
C 3.627 6.099 0.164
O 5.039 6.080 -0.052
S 5.620 7.584 0.121
O 6.141 7.715 1.449
O 6.381 7.912 -1.045
O 4.202 8.369 0.055
H 3.091 7.477 -1.423
H 2.215 7.758 0.104
H 3.145 5.279 -0.369
H 3.448 5.990 1.238
```

Results
total charge: 0
SMILES string: O=C1C=CC(=O)C(Cl)=C1.O=S1(=O)OCCO1.O=S1(=O)OCCO1.O=S1(=O)OCCO1.O=S1(=O)OCCO1.O=S1(=O)OCCO1
HOMO-LUMO gap: 8.8 eV

Here are the Mulliken charges for atoms 1 to 2, given in e:
1. O -0.60
2. C 0.23



Record 3
Here is 4 unconnected molecules or ions with the total composition C16H23F9O9 in a non-equilibrium geometry from the OMol25 dataset. Energies are from ωB97M-V/def2-TZVPD.

```
57
Properties=species:S:1:pos:R:3
C -5.338 -4.784 -2.255
C -5.465 -4.609 -3.754
O -4.275 -3.982 -4.204
C -3.922 -4.037 -5.475
O -4.682 -4.171 -6.445
O -2.576 -3.893 -5.522
C -1.872 -3.580 -6.718
H -5.176 -3.794 -1.830
H -4.518 -5.450 -1.986
H -6.298 -5.078 -1.830
H -6.384 -4.085 -4.017
H -5.619 -5.598 -4.185
H -1.335 -2.634 -6.789
H -2.542 -3.717 -7.567
H -1.091 -4.325 -6.866
C 1.399 -0.572 7.715
C 0.504 0.110 6.691
O 0.915 -0.237 5.311
C 0.391 0.360 4.266
O -0.159 1.457 4.341
C 0.638 -0.353 2.913
F -0.163 0.162 2.006
F 1.956 -0.313 2.580
F 0.356 -1.630 3.162
H 1.192 -0.037 8.642
H 2.456 -0.387 7.526
H 1.259 -1.629 7.943
H 0.447 1.178 6.901
H -0.540 -0.182 6.807
C -0.078 2.434 -1.733
C -1.117 1.897 -0.770
O -1.046 0.412 -0.742
C -1.609 -0.360 -1.659
O -2.132 -0.020 -2.693
C -1.658 -1.878 -1.347
F -1.456 -2.035 -0.045
F -2.814 -2.425 -1.616
F -0.700 -2.656 -1.993
H -0.369 2.413 -2.783
H 0.897 1.962 -1.854
H 0.028 3.505 -1.556
H -2.117 2.315 -0.887
H -0.734 2.190 0.207
C 6.395 5.187 0.500
C 5.139 5.369 1.489
O 4.599 4.069 1.642
C 3.563 3.759 0.854
O 2.799 4.542 0.316
C 3.270 2.277 0.784
F 1.962 2.125 1.024
F 3.593 1.765 -0.398
F 3.979 1.635 1.774
H 7.191 4.524 0.840
H 6.797 6.183 0.314
H 6.097 4.839 -0.489
H 4.384 6.021 1.051
H 5.579 5.758 2.408
```

Results
multiplicity: 2
total charge: +1
HOMO-LUMO gap (spin up / spin down): 8.4 / 2.1 eV

Here are the Mulliken charges for atoms 1 to 2, given in e:
1. C -1.13
2. C -0.28



Look up the total charge of the second one.
0